{
  "formula": "C50H30Br2CsF15Ge3N3S3",
  "method": "ωB97M-V with the def2-TZVPD basis set",
  "species": ["Cs", "Br", "C", "C", "C", "N", "C", "C", "C", "C", "C", "Br", "C", "C", "N", "H", "H", "H", "H", "H", "H", "S", "C", "C", "C", "C", "C", "C", "S", "H", "H", "H", "H", "N", "C", "H", "C", "Ge", "C", "C", "Ge", "C", "C", "C", "C", "C", "C", "C", "C", "C", "C", "C", "C", "H", "H", "H", "H", "H", "H", "H", "H", "H", "H", "H", "H", "H", "H", "H", "H", "H", "H", "H", "F", "C", "C", "C", "F", "C", "F", "C", "F", "C", "F", "Ge", "S", "C", "C", "F", "C", "F", "C", "F", "C", "F", "C", "F", "C", "C", "F", "C", "F", "C", "F", "C", "F", "C", "F"],
  "coordinates": [[-1.21789, 0.06027, -1.02517], [0.38339, -1.91297, 6.91732], [0.24935, -1.38263, 5.09891], [-0.83704, -1.77123, 4.34884], [-0.89089, -1.31637, 3.03305], [0.07519, -0.57338, 2.49246], [1.13927, -0.25062, 3.21989], [1.26067, -0.61072, 4.55226], [2.22051, 0.50143, 2.49650], [3.47945, 0.69043, 3.05564], [4.44205, 1.32344, 2.29428], [6.17947, 1.56663, 3.01009], [4.16640, 1.75312, 1.01454], [2.88148, 1.52352, 0.54697], [1.93918, 0.91775, 1.26190], [-1.62313, -2.39696, 4.74656], [-1.73324, -1.58571, 2.39200], [2.10032, -0.30013, 5.15636], [3.71934, 0.32440, 4.04221], [4.91266, 2.23623, 0.40019], [2.59434, 1.82908, -0.45655], [-4.12468, -1.45686, 0.09977], [-4.31271, -3.20411, 0.03892], [-5.55955, -3.73435, -0.34360], [-5.79251, -5.09538, -0.47775], [-4.76651, -5.99126, -0.20675], [-3.53967, -5.49988, 0.21925], [-3.27758, -4.12722, 0.36542], [-1.71062, -3.64180, 1.02464], [-6.35630, -3.02537, -0.53898], [-6.76813, -5.45696, -0.79107], [-4.92470, -7.06004, -0.31309], [-2.73654, -6.18262, 0.47031], [0.78094, -3.23996, -0.77119], [1.61754, -3.21687, -1.57788], [-0.04235, -3.33914, -0.09924], [2.04474, 5.06634, 0.75851], [0.09233, 4.74977, 0.69539], [-0.26202, 5.05710, -1.21130], [-0.62711, 6.35606, 1.58124], [-0.63799, 2.49246, 1.47683], [-2.62960, 2.67968, 1.32922], [-3.20003, 3.83047, 0.77847], [-4.57968, 3.95891, 0.66784], [-5.41096, 2.92524, 1.08338], [-4.85991, 1.76110, 1.60188], [-3.48189, 1.64002, 1.71788], [-0.49458, 2.73556, 3.44909], [-1.15723, 1.86951, 4.32691], [-1.05543, 2.01813, 5.70349], [-0.28441, 3.04467, 6.23849], [0.38593, 3.91051, 5.38650], [0.28690, 3.74833, 4.00795], [2.22735, 6.12776, 0.57269], [2.53979, 4.48882, -0.02341], [2.49440, 4.79626, 1.71801], [0.21881, 5.99271, -1.51145], [-1.33087, 5.13140, -1.43106], [0.14972, 4.23513, -1.80280], [-0.19467, 7.22259, 1.07708], [-0.35772, 6.38154, 2.63962], [-1.71535, 6.40254, 1.51139], [-2.57124, 4.64013, 0.42639], [-5.00134, 4.86230, 0.24263], [-6.48542, 3.02049, 0.98537], [-5.48993, 0.93257, 1.89520], [-3.08293, 0.70094, 2.08849], [-1.76456, 1.06369, 3.93470], [-1.57680, 1.32959, 6.35793], [-0.21094, 3.17019, 7.31221], [0.98654, 4.71567, 5.79366], [0.83194, 4.42763, 3.36031], [3.44831, 2.47972, -5.37592], [3.26690, 3.76433, -5.05519], [1.98897, 4.24788, -4.82030], [1.89894, 5.58354, -4.47169], [0.71075, 6.15677, -4.21981], [3.00692, 6.40629, -4.37335], [2.88303, 7.69472, -4.02742], [4.25728, 5.88702, -4.62616], [5.33829, 6.66896, -4.53505], [4.39234, 4.56015, -4.98174], [5.61115, 4.06935, -5.23572], [0.50711, 2.91415, -4.63721], [0.89529, 1.66161, -3.01076], [-1.17182, 3.98892, -4.77439], [-2.20112, 3.90229, -3.85331], [-2.10241, 3.10170, -2.78849], [-3.37936, 4.61748, -3.98447], [-4.35188, 4.51569, -3.07686], [-3.54857, 5.44298, -5.07589], [-4.67685, 6.14200, -5.22016], [-2.55113, 5.54126, -6.02651], [-2.72976, 6.32908, -7.09532], [-1.38758, 4.82029, -5.85846], [-0.43516, 4.97233, -6.79636], [0.32322, 2.04501, -6.43987], [-0.71555, 1.13291, -6.55181], [-1.50096, 0.88659, -5.49487], [-1.02089, 0.47275, -7.72779], [-2.03598, -0.39045, -7.79987], [-0.26101, 0.73094, -8.85037], [-0.53789, 0.11778, -10.00463], [0.77065, 1.64297, -8.78562], [1.48721, 1.90449, -9.88783], [1.04985, 2.27976, -7.59073], [2.05317, 3.17256, -7.61495]],
  "forces_ev_per_angstrom": [[-0.29, -0.73, 0.24], [-0.01, 0.02, 0.03], [0.03, -0.01, 0.02], [0.03, 0.03, 0.00], [-0.03, 0.24, -0.05], [-0.36, -0.08, -0.26], [0.09, 0.08, -0.21], [0.09, -0.03, 0.15], [-0.10, -0.12, -0.08], [0.10, -0.02, 0.10], [0.04, -0.06, 0.11], [0.03, 0.02, 0.04], [0.00, 0.04, -0.07], [-0.15, -0.04, -0.03], [-0.07, 0.12, -0.07], [0.01, 0.00, -0.03], [0.14, 0.05, 0.06], [-0.03, -0.03, 0.01], [0.02, 0.03, 0.00], [-0.03, 0.00, 0.00], [0.01, 0.01, 0.02], [-0.02, 0.16, 0.14], [0.11, -0.11, 0.02], [0.10, 0.00, -0.02], [-0.01, 0.08, 0.02], [0.08, 0.01, 0.05], [0.01, 0.17, 0.02], [-0.14, -0.09, -0.14], [0.08, -0.04, 0.09], [0.02, -0.01, -0.06], [0.02, 0.05, 0.01], [0.04, 0.01, 0.02], [0.00, -0.03, -0.03], [0.10, 0.06, 0.06], [-0.05, 0.04, 0.11], [-0.19, -0.17, -0.34], [0.05, -0.25, 0.23], [0.61, 0.08, -0.65], [-0.22, -0.09, -0.11], [-0.28, -0.19, 0.38], [-0.73, 1.55, 0.77], [0.12, -0.51, -0.40], [-0.03, -0.08, 0.01], [0.03, -0.05, 0.07], [0.09, 0.04, 0.02], [-0.03, 0.09, 0.04], [0.10, 0.07, 0.00], [0.35, -0.46, 0.10], [0.01, 0.14, 0.04], [0.00, 0.08, -0.08], [-0.03, -0.02, -0.05], [-0.05, -0.01, -0.03], [0.05, -0.08, -0.03], [-0.03, -0.02, 0.00], [0.00, -0.01, 0.00], [0.02, 0.04, -0.07], [-0.01, -0.04, 0.05], [0.11, 0.02, 0.02], [-0.01, 0.05, 0.03], [0.00, -0.03, -0.01], [-0.02, 0.06, -0.07], [0.07, 0.06, 0.01], [-0.08, -0.05, -0.01], [0.00, -0.01, -0.01], [0.00, -0.01, -0.02], [0.02, -0.06, -0.07], [-0.03, 0.00, -0.07], [0.00, 0.01, 0.01], [0.00, -0.01, 0.00], [0.02, -0.02, -0.01], [0.02, -0.01, -0.01], [0.02, -0.03, 0.07], [0.01, -0.05, 0.02], [-0.11, 0.05, -0.03], [-0.04, -0.04, 0.22], [-0.03, -0.10, -0.14], [-0.02, -0.01, 0.03], [-0.05, 0.08, 0.07], [-0.02, 0.01, -0.02], [0.13, 0.11, -0.02], [0.02, 0.01, -0.01], [0.08, -0.08, 0.00], [0.01, -0.03, 0.00], [0.16, 0.30, -0.52], [0.21, 0.06, 0.01], [-0.01, -0.11, 0.20], [0.07, -0.10, -0.03], [-0.08, -0.03, -0.01], [-0.05, -0.01, 0.10], [0.00, 0.01, 0.02], [-0.08, 0.04, -0.04], [-0.04, 0.01, -0.01], [-0.02, 0.05, -0.11], [0.01, 0.04, 0.01], [0.04, -0.01, 0.08], [0.03, -0.03, 0.01], [-0.08, -0.14, 0.20], [0.05, 0.04, -0.04], [-0.01, 0.00, 0.04], [-0.02, -0.02, 0.06], [-0.03, -0.02, 0.01], [-0.06, -0.03, -0.11], [0.00, -0.03, -0.02], [0.14, 0.02, -0.10], [0.01, 0.00, 0.00], [0.01, 0.09, 0.07], [-0.06, 0.00, -0.01]],
  "mulliken_spin": [-0.062, 0.000, 0.000, 0.000, 0.004, 0.019, -0.003, 0.000, 0.012, -0.007, 0.006, 0.000, -0.003, 0.026, 0.024, 0.000, 0.002, 0.001, -0.001, 0.000, 0.005, 0.000, 0.001, 0.000, 0.000, 0.000, 0.000, -0.001, 0.001, 0.000, 0.000, 0.000, 0.000, 0.000, 0.000, 0.000, -0.002, 0.034, 0.001, 0.035, 0.646, -0.079, 0.037, -0.001, 0.016, -0.003, 0.035, 0.196, 0.031, -0.021, 0.028, -0.009, 0.010, 0.002, 0.001, -0.001, 0.000, -0.001, 0.007, 0.001, -0.005, 0.000, 0.009, -0.002, 0.001, 0.000, -0.001, 0.011, 0.000, 0.002, -0.001, 0.002, 0.000, 0.000, 0.001, -0.002, 0.001, 0.000, 0.000, 0.000, 0.000, 0.000, 0.000, -0.001, 0.004, 0.000, 0.000, -0.006, 0.000, 0.000, 0.000, 0.000, 0.000, 0.000, -0.001, 0.000, -0.001, 0.000, 0.000, 0.000, 0.000, 0.000, 0.000, 0.000, 0.000, 0.000, 0.000],
  "homo_ev": [-1.283, -1.282],
  "total_energy_ev": -440256.1791,
  "relative_energy_ev": 1.552,
  "total_charge": -2,
  "orbital_gap_ev": [4.372, 3.597],
  "multiplicity": 2
}



{
  "formula": "C50H33N10O10Y",
  "method": "ωB97M-V with the def2-TZVPD basis set",
  "species": ["Y", "C", "C", "C", "C", "C", "N", "C", "N", "C", "C", "C", "C", "C", "C", "C", "C", "N", "C", "N", "C", "N", "C", "N", "C", "N", "C", "C", "C", "C", "C", "C", "C", "C", "C", "C", "C", "C", "N", "C", "C", "H", "H", "H", "H", "H", "H", "H", "H", "H", "H", "H", "H", "H", "H", "H", "H", "O", "C", "O", "C", "C", "C", "C", "C", "C", "O", "N", "O", "O", "N", "O", "O", "H", "H", "C", "C", "O", "C", "C", "H", "H", "H", "H", "H", "H", "H", "H", "H", "H", "O", "C", "O", "C", "C", "C", "C", "C", "C", "H", "H", "H", "H", "H"],
  "coordinates": [[13.89816, 11.46805, 14.78253], [15.78341, 11.98030, 21.51537], [17.08564, 11.69811, 21.02876], [17.30256, 11.63736, 19.60786], [16.19526, 11.82780, 18.79600], [16.11665, 11.85821, 17.25701], [14.86319, 12.20644, 16.93268], [14.09861, 12.28302, 18.09808], [12.81730, 12.67294, 18.09136], [12.08067, 13.11994, 17.10743], [10.90331, 13.96842, 17.35414], [10.16815, 14.26825, 18.48169], [9.16540, 15.18622, 18.33269], [8.79126, 15.72653, 17.13376], [9.47050, 15.33277, 16.02285], [10.57128, 14.49838, 16.13195], [11.49642, 13.99555, 15.16928], [11.64414, 14.32864, 13.89244], [12.61735, 13.98141, 13.05892], [13.83793, 13.52036, 13.37536], [14.66828, 13.60370, 12.29193], [15.97747, 13.28768, 12.21657], [16.64327, 12.78824, 13.27838], [16.11295, 12.44867, 14.51067], [17.10042, 11.90826, 15.20836], [17.16930, 11.67346, 16.53342], [18.38264, 11.98583, 14.45881], [19.71550, 11.74344, 14.78104], [20.63687, 12.14720, 13.87785], [20.32169, 12.86686, 12.75528], [19.00079, 13.07533, 12.40510], [18.04313, 12.57118, 13.22856], [13.90188, 14.22505, 11.16170], [14.26059, 14.52560, 9.84998], [13.15856, 14.82035, 8.97880], [11.86843, 15.00622, 9.45944], [11.55421, 14.80144, 10.77586], [12.58773, 14.38394, 11.65597], [12.40875, 13.10705, 15.81721], [14.92932, 12.11175, 19.27754], [14.73000, 12.15618, 20.67645], [15.70975, 11.94699, 22.65131], [17.97703, 11.58774, 21.68757], [18.35315, 11.56163, 19.17896], [10.32370, 13.83960, 19.46039], [8.49014, 15.42230, 19.18159], [7.91512, 16.50207, 17.24120], [9.27206, 15.65799, 15.03470], [19.95258, 11.24820, 15.64452], [21.77398, 12.03217, 14.22640], [21.10145, 13.37479, 12.27053], [18.77420, 13.68385, 11.56999], [15.29194, 14.34820, 9.49544], [13.36020, 14.80474, 7.87926], [10.97207, 15.21467, 8.84397], [10.54621, 14.86077, 11.08085], [13.73950, 12.29839, 21.11372], [11.46517, 9.10656, 17.65109], [12.44846, 9.43830, 16.97139], [12.43170, 10.10596, 15.87748], [13.86134, 9.06268, 17.52345], [13.99865, 8.89116, 18.87066], [15.24146, 8.62708, 19.40465], [16.40909, 8.41996, 18.64418], [16.25335, 8.57861, 17.34026], [15.05628, 9.02252, 16.65293], [15.10775, 9.45985, 15.45602], [17.53771, 8.27301, 16.53094], [18.61408, 8.45983, 17.14092], [17.48215, 7.96090, 15.35705], [15.40693, 8.44481, 20.83355], [14.46038, 8.05524, 21.43885], [16.50080, 8.62036, 21.32152], [13.14034, 9.13672, 19.51192], [17.27963, 8.23078, 19.12717], [16.00822, 6.81698, 12.79276], [14.82825, 5.81536, 12.87561], [13.58098, 6.32942, 12.45072], [12.98728, 7.22917, 13.35518], [11.56607, 7.38980, 12.89681], [16.97152, 6.34734, 12.98695], [15.92944, 7.72679, 13.41895], [16.04427, 7.25842, 11.80082], [14.69356, 5.41210, 13.86363], [15.02865, 4.96665, 12.23294], [13.51671, 8.16011, 13.27033], [13.10497, 6.88152, 14.40140], [11.46011, 7.68328, 11.86041], [11.00504, 8.13196, 13.43042], [10.97545, 6.42879, 13.04746], [12.62901, 10.71976, 12.81177], [13.67678, 10.55568, 12.10884], [14.78072, 10.33712, 12.65950], [13.52104, 10.68232, 10.63265], [14.61449, 10.84982, 9.82511], [14.48108, 11.04015, 8.46094], [13.17212, 11.15160, 7.91023], [12.09600, 10.92278, 8.75320], [12.21150, 10.64154, 10.12609], [15.61078, 10.81405, 10.37409], [15.33031, 11.04615, 7.79290], [12.95825, 11.37003, 6.80470], [11.08603, 11.20456, 8.42578], [11.35675, 10.47354, 10.68676]],
  "forces_ev_per_angstrom": [[-0.07, -1.06, -0.16], [2.34, -0.96, 2.04], [0.53, 0.36, -1.86], [0.97, 0.39, 1.58], [0.81, -0.08, -1.57], [-0.60, 0.61, 3.16], [-1.02, -0.81, 0.49], [-1.72, 1.33, -2.38], [1.72, -0.99, 2.66], [0.58, 0.29, -0.45], [0.82, -1.10, 0.39], [0.17, 0.02, 0.49], [-1.44, -0.12, 2.22], [-2.01, 1.93, 0.27], [0.51, 0.43, -1.26], [-1.08, 0.45, 0.06], [3.17, -1.74, -1.32], [-1.59, -0.20, 0.61], [-0.11, 1.04, 0.02], [0.74, -1.10, -0.09], [-0.04, 0.70, -0.30], [-0.53, 0.06, 1.30], [-2.57, 0.73, -1.30], [-0.01, -0.63, -1.14], [2.21, 0.68, 0.81], [0.18, -0.44, -1.06], [-0.58, -0.19, -0.32], [-2.29, 0.20, -1.16], [4.19, -0.13, 1.54], [-0.81, 0.14, -0.10], [1.31, 0.00, -0.38], [0.12, -0.39, 1.51], [0.36, -0.51, 0.99], [-1.54, -0.51, -0.88], [2.18, -0.15, -0.61], [-1.03, -0.15, -0.48], [1.84, -0.58, 1.36], [-0.26, 0.43, -1.18], [-1.61, 1.38, -0.84], [0.38, -0.56, 1.13], [-1.61, 0.22, -0.95], [-0.40, 0.25, -1.67], [-1.04, 0.01, -0.39], [-1.63, -0.22, 0.53], [0.39, -0.21, -0.10], [0.80, -0.15, -0.31], [1.76, -1.64, -1.03], [-0.53, 0.58, -0.77], [0.65, -1.04, 2.14], [-2.48, 0.21, -1.12], [0.89, 0.39, -1.02], [-0.42, 0.42, -0.77], [-0.80, 0.16, 0.13], [-0.24, 0.37, 1.03], [1.02, -0.06, -0.21], [-0.91, 0.16, 0.57], [0.18, 0.10, -0.37], [0.87, 0.20, -0.67], [0.14, -0.07, 0.78], [0.13, 0.13, 0.19], [0.10, 0.35, -1.72], [-0.49, 0.46, 0.32], [1.52, -0.45, 0.58], [-3.89, 0.95, 1.32], [1.38, -0.65, -3.66], [-0.50, 0.43, 0.41], [-0.32, 0.06, 0.58], [0.35, 1.49, 0.57], [-1.38, -0.58, -0.74], [-0.18, -0.08, 0.98], [0.59, 0.17, -1.95], [-2.13, -0.53, 1.75], [1.11, 0.18, 0.57], [0.37, -0.56, -0.30], [2.52, -0.66, 1.05], [-0.64, 0.67, 0.05], [0.42, 0.84, -0.36], [0.46, -0.83, -0.38], [0.04, 0.23, -0.12], [-1.47, -1.38, 0.53], [-0.05, -0.14, 0.14], [-0.20, -0.79, 0.19], [-0.02, -0.27, -0.47], [0.17, -0.12, 0.85], [0.10, -0.18, -0.32], [0.19, 0.71, 0.28], [-0.31, 0.02, -0.34], [0.43, -0.12, -0.39], [0.05, 0.57, 0.66], [0.79, 0.90, -0.31], [0.07, 0.36, 0.03], [-0.44, -0.13, 1.14], [0.34, 0.48, -0.20], [-1.65, -0.59, 0.66], [2.02, -0.07, 0.43], [-1.25, -0.11, -0.88], [0.67, -0.25, -0.60], [-1.22, 0.89, 0.52], [2.79, 0.84, -2.47], [-1.26, 0.09, -1.03], [0.19, 0.29, 0.11], [0.62, -0.28, 1.79], [0.30, -0.65, -0.29], [-1.20, -0.16, 1.29]],
  "lowdin_charge": [1.601, -0.121, -0.080, -0.012, -0.103, -0.304, 0.089, -0.229, 0.203, -0.308, -0.093, -0.016, -0.141, -0.120, -0.032, -0.127, -0.224, 0.192, -0.316, 0.072, -0.268, 0.203, -0.270, 0.088, -0.265, 0.209, -0.054, -0.025, -0.123, -0.106, -0.019, -0.127, -0.108, -0.016, -0.101, -0.135, -0.029, -0.086, 0.093, -0.108, -0.032, 0.119, 0.102, 0.132, 0.112, 0.103, 0.133, 0.099, 0.084, 0.140, 0.078, 0.100, 0.112, 0.100, 0.102, 0.090, 0.114, 0.001, -0.589, -0.154, -0.035, 0.028, -0.157, 0.037, -0.052, -0.281, -0.122, -0.298, 0.001, 0.070, -0.393, 0.066, 0.034, 0.143, 0.096, -0.067, -0.263, -0.169, -0.277, -0.072, 0.063, 0.054, 0.067, 0.099, 0.100, 0.085, 0.134, 0.063, 0.063, 0.089, -0.097, -0.643, -0.054, -0.141, -0.042, -0.089, -0.109, -0.108, 0.010, 0.144, 0.087, 0.113, 0.097, 0.092],
  "homo_ev": [-1.945, -1.918],
  "total_energy_ev": -88808.7016,
  "relative_energy_ev": 0.982,
  "total_charge": -2,
  "orbital_gap_ev": [4.997, 5.013]
}